Density functional theory data (ωB97M-V/def2-TZVPD) for a structure of composition C20H41N2OsP3Se at a distorted geometry.

Cartesian coordinates (Å):
Os (0.0391, -0.4320, -1.0236)
P (0.4340, 1.3612, -2.5552)
P (0.1006, 1.0397, 1.0789)
P (-2.2574, -0.2504, -0.8867)
H (0.7447, -1.3239, -3.4640)
C (-0.1039, -1.3823, -2.7745)
C (0.0009, -2.3129, -1.6456)
H (0.9035, -2.9374, -1.6496)
C (2.1442, 1.2919, -3.2178)
C (0.2311, 3.0731, -1.9471)
C (-0.5745, 1.3520, -4.0916)
C (-0.0509, -0.0324, 2.5651)
C (1.6106, 1.9957, 1.5422)
C (-1.1477, 2.3657, 1.4287)
C (-3.2252, -1.3742, -1.9714)
C (-3.0870, 1.3586, -1.2170)
C (-2.9641, -0.7244, 0.7500)
H (-1.0534, -1.4021, -3.3073)
H (-0.8788, -2.9033, -1.3854)
H (2.4686, 0.2485, -3.3183)
H (2.8411, 1.8208, -2.5538)
H (2.1780, 1.7673, -4.2076)
H (0.8260, 3.2367, -1.0385)
H (-0.8260, 3.2800, -1.7296)
H (0.5742, 3.7763, -2.7216)
H (-0.6116, 0.3476, -4.5281)
H (-0.1206, 2.0294, -4.8285)
H (-1.6000, 1.6838, -3.8948)
H (0.0290, 0.5901, 3.4691)
H (0.7649, -0.7667, 2.5600)
H (-1.0049, -0.5703, 2.5753)
H (1.3916, 2.5701, 2.4556)
H (1.8937, 2.7005, 0.7486)
H (2.4476, 1.3179, 1.7553)
H (-0.8309, 2.9073, 2.3334)
H (-2.1504, 1.9579, 1.6022)
H (-1.1757, 3.0817, 0.5966)
H (-4.3012, -1.2069, -1.8072)
H (-2.9976, -2.4176, -1.7249)
H (-2.9914, -1.2029, -3.0290)
H (-4.1717, 1.1829, -1.2811)
H (-2.7428, 1.7849, -2.1662)
H (-2.8992, 2.0855, -0.4191)
H (-4.0627, -0.6677, 0.7041)
H (-2.6220, -0.0651, 1.5554)
H (-2.6704, -1.7558, 0.9923)
C (-1.4219, -5.1643, 1.1102)
C (-0.8358, -5.7837, -0.0107)
C (-1.5866, -6.6924, -0.7634)
C (-2.9231, -6.9518, -0.4422)
C (-3.5252, -6.2593, 0.6143)
C (-2.7905, -5.3541, 1.3783)
Se (-0.4256, -4.0883, 2.3662)
H (0.8570, -4.5058, 1.7740)
H (0.2048, -5.5622, -0.2546)
H (-1.1219, -7.2025, -1.6048)
H (-3.4918, -7.6853, -1.0150)
H (-4.5727, -6.4284, 0.8490)
H (-3.2634, -4.8166, 2.2021)
N (3.1220, -0.1032, -0.3223)
C (4.2252, -0.7682, 0.0812)
C (3.8500, -2.0836, 0.2706)
C (2.4863, -2.1456, 0.0076)
N (2.0492, -0.9312, -0.4107)
H (3.0608, 0.8950, -0.5326)
H (5.1712, -0.2628, 0.1940)
H (4.4572, -2.9234, 0.5568)
H (1.8167, -2.9915, 0.0971)

Output
- ΔE to the lowest compared entry with this formula, charge and spin: 0.00 kcal/mol
- Spin multiplicity: 5
- Charge: +4
- Electronic energy: -4410.74371 Eh
- LUMO energy (alpha / beta): -11.52 / -15.25 eV